# C52H49BrCsF5N8O2

C52H49BrCsF5N8O2 as an isolated structure at a distorted geometry (wB97M-V/def2-TZVPD, the OMol25 dataset).

CARTESIAN COORDINATES (ANGSTROEM)
Cs1 -0.20 0.01 0.51
C1 0.74 4.43 2.56
C2 0.82 3.11 2.16
N1 1.36 2.74 1.01
C3 1.86 3.73 0.27
C4 1.73 5.08 0.66
N2 1.17 5.43 1.80
C5 2.48 3.40 -1.08
C6 3.48 4.16 -1.65
C7 3.92 3.83 -2.94
C8 3.34 2.74 -3.58
C9 2.36 2.02 -2.91
N3 1.92 2.36 -1.70
C10 1.79 0.81 -3.56
C11 1.87 0.62 -4.93
N4 1.39 -0.49 -5.50
C12 0.96 -1.43 -4.70
C13 0.94 -1.29 -3.32
N5 1.35 -0.13 -2.75
C14 4.96 4.62 -3.64
C15 5.91 3.96 -4.43
C16 6.84 4.69 -5.12
N6 6.89 6.03 -5.05
C17 6.00 6.66 -4.26
C18 5.04 6.01 -3.52
H1 0.27 4.65 3.52
H2 0.47 2.28 2.77
H3 2.08 5.89 0.01
H4 3.89 4.99 -1.11
H5 3.69 2.38 -4.57
H6 2.24 1.38 -5.63
H7 0.62 -2.36 -5.13
H8 0.56 -2.03 -2.62
H9 5.93 2.83 -4.42
H10 7.59 4.20 -5.74
H11 6.11 7.73 -4.25
H12 4.33 6.56 -2.92
Br1 -2.29 2.16 3.88
C19 -1.78 0.96 5.28
C20 -2.46 1.01 6.47
C21 -2.17 0.06 7.48
C22 -1.25 -0.94 7.22
C23 -0.58 -1.00 5.99
C24 0.34 -2.05 5.74
C25 1.04 -2.08 4.55
C26 0.82 -1.06 3.58
C27 -0.05 -0.01 3.77
C28 -0.78 -0.01 4.99
H13 -3.20 1.80 6.66
H14 -2.65 0.05 8.45
H15 -0.99 -1.64 8.01
H16 0.47 -2.79 6.48
H17 1.79 -2.86 4.39
H18 1.36 -1.16 2.64
C29 0.41 -4.40 1.32
C30 0.83 -4.73 -0.10
C31 -0.20 -4.17 -1.08
C32 2.25 -4.30 -0.41
C33 3.13 -5.25 -0.91
C34 4.47 -4.96 -1.12
C35 4.93 -3.67 -0.84
C36 4.08 -2.69 -0.34
C37 4.60 -1.36 0.17
C38 4.43 -1.29 1.66
C39 3.95 -0.13 -0.51
C40 2.68 -2.97 -0.16
O1 1.89 -2.07 0.26
H19 -0.59 -4.75 1.57
H20 0.45 -3.32 1.48
H21 1.10 -4.85 2.03
H22 0.81 -5.83 -0.20
H23 -0.31 -3.06 -0.96
H24 -1.14 -4.65 -0.90
H25 0.01 -4.37 -2.13
H26 2.75 -6.24 -1.05
H27 5.14 -5.67 -1.58
H28 5.99 -3.38 -0.95
H29 5.69 -1.37 -0.11
H30 3.37 -1.23 1.88
H31 4.95 -0.47 2.10
H32 4.76 -2.20 2.19
H33 2.91 -0.16 -0.33
H34 4.12 -0.10 -1.58
H35 4.34 0.76 -0.05
C41 -5.58 -2.28 -0.84
C42 -5.24 -1.69 0.51
N7 -6.36 -0.90 1.04
C43 -7.47 -1.66 1.59
C44 -7.33 -1.68 3.12
C45 -6.51 0.46 0.88
O2 -7.52 1.05 1.24
C46 -5.39 1.23 0.22
C47 -5.62 1.90 -0.96
C48 -4.59 2.62 -1.52
C49 -3.36 2.67 -0.88
N8 -3.15 2.04 0.31
C50 -4.14 1.32 0.82
H36 -4.75 -2.85 -1.26
H37 -5.83 -1.52 -1.57
H38 -6.40 -2.96 -0.74
H39 -4.34 -1.06 0.43
H40 -5.06 -2.51 1.20
H41 -7.42 -2.64 1.19
H42 -8.42 -1.21 1.29
H43 -6.33 -1.99 3.41
H44 -8.06 -2.31 3.60
H45 -7.42 -0.65 3.49
H46 -6.56 1.82 -1.44
H47 -4.78 3.11 -2.46
H48 -2.52 3.16 -1.30
H49 -3.92 0.79 1.74
F1 -2.69 -0.58 -1.40
C51 -2.20 -0.57 -2.76
F2 -1.93 0.84 -2.98
C52 -3.49 -0.70 -3.57
F3 -3.26 -0.44 -4.88
F4 -4.53 0.05 -3.12
F5 -3.94 -1.97 -3.57

Properties
LUMO energy = 3.1 eV
total charge = -2
E_tot = -154913.874 eV
molar mass = 1125.82 g/mol
HOMO energy = -1.81 eV

Löwdin population analysis, charges in e, atoms 1 to 4: number 1, Cs, carries 0.89; number 2, C, carries -0.12; number 3, C, carries -0.14; number 4, N, carries 0.09

=====

# C52H50GaGeOP2SSi

C52H50GaGeOP2SSi as an isolated structure at a distorted geometry (wB97M-V/def2-TZVPD, the OMol25 dataset).

CARTESIAN COORDINATES (ANGSTROEM)
Ga1 -0.70 0.64 1.25
O1 -0.64 -2.42 -0.82
S1 -0.24 -1.01 -0.89
C1 -0.79 -0.41 -2.49
C2 -0.65 -1.14 -3.66
C3 -1.17 -0.66 -4.84
C4 -1.88 0.53 -4.85
C5 -2.07 1.24 -3.68
C6 -1.53 0.77 -2.48
P1 -1.76 1.70 -0.91
C7 -3.43 1.22 -0.23
C8 -3.74 2.21 0.89
C9 -5.77 0.79 1.64
C10 -6.24 0.34 0.45
C11 -5.75 0.62 -0.87
C12 -4.51 1.01 -1.20
C13 -1.66 3.38 -1.61
C14 -0.34 3.75 -1.88
C15 -0.05 5.00 -2.39
C16 -1.07 5.91 -2.60
C17 -2.38 5.55 -2.34
C18 -2.68 4.29 -1.86
C19 1.56 -1.17 -1.06
C20 2.28 -1.20 -2.23
C21 3.63 -1.54 -2.19
C22 4.23 -1.86 -0.99
C23 3.51 -1.79 0.20
C24 2.17 -1.44 0.17
P2 1.18 -1.17 1.69
C25 0.18 -2.64 2.01
C26 0.40 -3.90 1.47
C27 -0.45 -4.94 1.80
C28 -1.50 -4.73 2.69
C29 -1.71 -3.48 3.24
C30 -0.88 -2.42 2.89
C31 2.44 -1.23 3.01
C32 2.64 -2.34 3.82
C33 3.59 -2.29 4.83
C34 4.33 -1.14 5.04
C35 4.13 -0.03 4.24
C36 3.20 -0.07 3.22
H1 -0.14 -2.10 -3.63
H2 -1.04 -1.21 -5.76
H3 -2.31 0.90 -5.77
H4 -2.63 2.16 -3.69
H5 -2.78 2.43 1.41
H6 -6.33 0.49 2.52
H7 -7.12 -0.29 0.48
H8 -6.46 0.43 -1.67
H9 -4.27 1.16 -2.25
H10 0.46 3.04 -1.70
H11 0.97 5.27 -2.61
H12 -0.85 6.90 -2.98
H13 -3.18 6.27 -2.51
H14 -3.71 4.01 -1.69
H15 1.81 -0.97 -3.17
H16 4.20 -1.55 -3.10
H17 5.27 -2.14 -0.96
H18 3.99 -2.01 1.14
H19 1.23 -4.06 0.79
H20 -0.29 -5.91 1.37
H21 -2.16 -5.54 2.95
H22 -2.52 -3.32 3.94
H23 -1.03 -1.43 3.32
H24 2.05 -3.23 3.67
H25 3.74 -3.15 5.46
H26 5.06 -1.10 5.84
H27 4.69 0.88 4.41
H28 3.03 0.79 2.59
C37 0.04 4.77 3.05
Ge1 1.18 3.16 3.04
C38 0.76 2.04 4.63
C39 3.09 3.75 3.01
C40 0.70 2.18 1.36
H29 0.24 5.38 3.92
H30 -1.01 4.49 3.05
H31 0.22 5.38 2.17
H32 0.90 2.60 5.55
H33 1.37 1.14 4.68
H34 -0.28 1.73 4.57
H35 3.30 4.26 3.95
H36 3.24 4.47 2.21
H37 3.80 2.95 2.89
H38 1.61 1.71 0.94
H39 0.38 2.96 0.66
C41 -4.12 -4.40 -1.24
C42 -3.80 -3.30 -2.02
C43 -3.46 -2.10 -1.44
C44 -3.43 -1.97 -0.05
C45 -3.75 -3.08 0.72
C46 -4.09 -4.28 0.14
Si1 -2.94 -0.38 0.86
C47 -4.72 1.73 1.92
C48 -4.55 2.23 3.18
C49 -3.78 3.38 3.50
C50 -3.64 4.47 2.68
C51 -4.24 4.56 1.39
C52 -4.42 3.49 0.58
H40 -4.40 -5.33 -1.70
H41 -3.82 -3.38 -3.10
H42 -3.24 -1.25 -2.07
H43 -3.74 -2.99 1.80
H44 -4.36 -5.12 0.76
H45 -3.62 -0.55 2.17
H46 -5.10 1.78 3.99
H47 -3.46 3.48 4.53
H48 -3.26 5.38 3.11
H49 -4.63 5.52 1.10
H50 -5.09 3.53 -0.26

Properties
LUMO energy = -2.6 eV
total charge = +1
E_tot = -202957.337 eV
molar mass = 955.41 g/mol
HOMO energy = -10.02 eV

Löwdin population analysis, charges in e, atoms 1 to 4: number 1, Ga, carries 0.39; number 2, O, carries -0.40; number 3, S, carries 0.84; number 4, C, carries -0.35

=====

Calculated Kohn-Sham gap (Ha), listed in the same order as above: 0.1788; 0.2727